ORCA calculation (ωB97M-V with the def2-TZVPD basis set) on 10 unconnected molecules or ions with the total composition C40H50N10 at a distorted geometry.

For the energy above the lowest of the compared OMol25 structures with the same formula, charge and spin, the calculation gives 29.4 kcal/mol. The orbital gap comes out at 8.62 eV. As for the highest occupied orbital energy: -8.05 eV. The SMILES is c1cc[nH]c1.c1cc[nH]c1.c1cc[nH]c1.c1cc[nH]c1.c1cc[nH]c1.c1cc[nH]c1.c1cc[nH]c1.c1cc[nH]c1.c1cc[nH]c1.c1cc[nH]c1. For the calculated total energy, the calculation gives -2101.65585 Eh. As for the net charge: 0.

Last column: Mulliken charge in e.
Element x y z (Å)
C (-0.4193, 5.1271, -4.8979)  -0.917
C (-0.0332, 3.9302, -4.2464)  0.186
C (-1.1321, 3.1131, -4.1796)  -0.889
N (-2.1839, 3.7957, -4.7212)  0.038
C (-1.7677, 5.0252, -5.1800)  -0.555
H (0.2169, 5.9441, -5.1937)  0.423
H (0.9955, 3.7815, -3.9591)  0.517
H (-1.2838, 2.1859, -3.6518)  0.567
H (-3.1342, 3.4783, -4.6994)  0.207
H (-2.4603, 5.6260, -5.7436)  0.424
C (0.8843, 4.2399, -0.2994)  0.469
C (0.5950, 5.1994, 0.6518)  -1.258
C (1.7147, 5.2915, 1.4816)  -0.733
N (2.6413, 4.3866, 1.0393)  0.098
C (2.1535, 3.7862, -0.1118)  -1.125
H (0.3439, 3.8690, -1.1602)  0.685
H (-0.2502, 5.8517, 0.7900)  0.657
H (1.8986, 5.9503, 2.3129)  0.431
H (3.6227, 4.3241, 1.2394)  0.225
H (2.6771, 2.9966, -0.6258)  0.564
C (0.7423, -5.2601, 2.2357)  -0.014
C (0.5924, -6.6380, 1.9400)  -0.632
C (-0.3347, -6.7734, 0.9240)  -0.904
N (-0.8960, -5.5346, 0.7792)  0.292
C (-0.1759, -4.5923, 1.4577)  -0.721
H (1.4369, -4.8938, 2.9717)  0.344
H (1.2495, -7.3855, 2.3599)  0.385
H (-0.6492, -7.6032, 0.3168)  0.467
H (-1.5784, -5.2908, 0.0693)  0.268
H (-0.3909, -3.5492, 1.2902)  0.486
C (0.7300, -0.2598, -0.7349)  -0.871
C (-0.3215, 0.6529, -0.4674)  1.470
C (-0.8930, 0.2801, 0.7317)  -2.574
N (-0.0890, -0.6828, 1.2781)  0.875
C (0.9079, -1.0156, 0.3879)  -0.531
H (1.3850, -0.3018, -1.5928)  -0.048
H (-0.6329, 1.4991, -1.0600)  0.292
H (-1.7420, 0.7322, 1.2178)  0.627
H (-0.1606, -1.0673, 2.2087)  -0.024
H (1.5344, -1.8636, 0.6098)  0.539
C (-0.0160, -2.2246, 5.4591)  -1.052
C (1.1140, -2.3904, 4.6431)  -0.079
C (1.5974, -1.1263, 4.3094)  -1.128
N (0.7499, -0.2428, 4.9408)  0.099
C (-0.3305, -0.8893, 5.4419)  -0.101
H (-0.5928, -3.0694, 5.8025)  0.396
H (1.6131, -3.3308, 4.4625)  0.629
H (2.4337, -0.7536, 3.7452)  0.405
H (0.8614, 0.7539, 4.8495)  0.532
H (-1.2416, -0.4698, 5.8369)  0.387
C (4.0496, 0.3700, -2.7578)  -0.612
C (3.2597, 1.4376, -3.2171)  0.104
C (2.5633, 0.9577, -4.3092)  -1.082
N (2.9136, -0.3504, -4.5176)  0.072
C (3.8507, -0.7109, -3.5930)  -0.732
H (4.8568, 0.3753, -2.0415)  0.441
H (3.4940, 2.4246, -2.8499)  0.592
H (1.9113, 1.4424, -5.0178)  0.546
H (2.7917, -0.8374, -5.3861)  0.279
H (4.4454, -1.6074, -3.6511)  0.436
C (0.8937, 3.2377, 5.0845)  -0.526
C (-0.4287, 2.7202, 5.2378)  -0.560
C (-0.7611, 2.2159, 4.0089)  -0.799
N (0.2648, 2.3875, 3.1244)  0.994
C (1.3036, 2.9715, 3.8048)  -0.740
H (1.5153, 3.6893, 5.8406)  0.401
H (-0.9608, 2.7863, 6.1705)  0.431
H (-1.5836, 1.5990, 3.6762)  0.396
H (0.2616, 1.9952, 2.1954)  -0.195
H (2.1473, 3.2923, 3.2202)  0.546
C (-2.6477, 3.8678, 0.5083)  0.760
C (-3.3764, 4.0999, -0.7000)  -0.898
C (-4.3813, 3.1606, -0.6885)  -0.630
N (-4.3402, 2.4302, 0.4478)  0.126
C (-3.3475, 2.9610, 1.2568)  -1.233
H (-1.8057, 4.5007, 0.7330)  0.254
H (-3.2088, 4.8502, -1.4520)  0.471
H (-5.2214, 2.9907, -1.3505)  0.436
H (-5.0493, 1.7771, 0.7168)  0.231
H (-3.1952, 2.5249, 2.2320)  0.515
C (-3.8521, -3.3454, -0.5003)  -0.690
C (-2.9493, -4.1325, -1.2497)  -0.453
C (-1.8077, -3.4080, -1.4652)  -0.813
N (-2.0265, -2.1806, -0.8931)  0.150
C (-3.2558, -2.1334, -0.3045)  -0.395
H (-4.7933, -3.6201, -0.0521)  0.420
H (-3.1399, -5.1396, -1.5975)  0.661
H (-0.9183, -3.5700, -2.0538)  0.302
H (-1.2603, -1.5223, -0.9060)  0.573
H (-3.6271, -1.2485, 0.1838)  0.406
C (1.5513, -4.0697, -3.2619)  -0.216
C (1.2808, -5.4470, -3.2395)  -0.749
C (1.3601, -5.8639, -1.9291)  -0.498
N (1.7526, -4.7957, -1.1638)  0.136
C (1.8676, -3.6984, -1.9691)  -0.682
H (1.5279, -3.4668, -4.1553)  0.431
H (1.0131, -6.0415, -4.0980)  0.434
H (1.2223, -6.8728, -1.5809)  0.389
H (1.6702, -4.8723, -0.1587)  0.246
H (2.1880, -2.7428, -1.5902)  0.497

ORCA calculation (ωB97M-V with the def2-TZVPD basis set) on a molecular structure, C40H51ClCuGeNP2Sb.

For the energy above the lowest of the compared OMol25 structures with the same formula, charge and spin, the calculation gives 12.5 kcal/mol. The orbital gap (alpha / beta) comes out at 6.31 / 7.28 eV. As for the spin multiplicity: 2. As for the highest occupied orbital energy (alpha / beta): -6.03 / -7.01 eV. For the calculated total energy, the calculation gives -6710.01424 Eh. As for the net charge: 0.

Last column: Mulliken charge in e.
Element x y z (Å)
Cu (-1.1678, -2.3676, 0.0454)  -0.876
C (4.4994, -2.3035, 0.9899)  -1.447
P (2.8842, -1.9049, 0.2019)  0.787
C (3.3494, -0.3489, -0.6512)  -0.734
C (2.9130, -3.0703, -1.2371)  0.252
C (3.9824, -3.0632, -2.1292)  -0.420
C (3.9970, -3.8606, -3.2618)  -0.943
C (2.9148, -4.6859, -3.5206)  -0.798
C (1.8523, -4.7242, -2.6313)  -0.466
C (1.8405, -3.9388, -1.4776)  0.106
P (0.4270, -4.0578, -0.3017)  1.193
C (-0.4170, -5.5779, -0.8819)  -1.558
C (1.2345, -4.7585, 1.1894)  -1.363
H (5.3336, -2.2981, 0.2872)  0.373
H (4.4525, -3.2789, 1.4750)  0.380
H (4.6845, -1.5499, 1.7575)  0.380
H (4.2070, -0.4691, -1.3153)  0.646
H (3.5882, 0.3964, 0.1074)  0.102
H (2.4987, 0.0143, -1.2276)  -0.135
H (4.8253, -2.4091, -1.9440)  0.264
H (4.8397, -3.8286, -3.9402)  0.399
H (2.8963, -5.3059, -4.4073)  0.400
H (1.0277, -5.3868, -2.8521)  0.371
H (-0.9491, -5.4022, -1.8162)  0.402
H (-1.1575, -5.8547, -0.1321)  0.364
H (0.2824, -6.4062, -1.0048)  0.528
H (1.8636, -5.6080, 0.9192)  0.414
H (0.4581, -5.0906, 1.8806)  0.479
H (1.8324, -3.9995, 1.6889)  0.317
C (-3.7034, -1.6805, 2.8922)  -1.281
Ge (-2.7824, -0.1228, 2.0884)  0.684
C (-1.5498, 0.4979, 3.4862)  -1.069
C (-4.1882, 1.2448, 1.9352)  -0.983
C (-1.9410, -0.6308, 0.4380)  0.027
H (-4.2140, -1.3764, 3.8079)  0.463
H (-2.9959, -2.4739, 3.1417)  0.255
H (-4.4478, -2.0833, 2.2023)  0.231
H (-2.1143, 0.6524, 4.4078)  0.489
H (-1.0790, 1.4436, 3.2140)  0.164
H (-0.7686, -0.2380, 3.6828)  0.328
H (-4.7483, 1.2873, 2.8715)  0.431
H (-4.8848, 0.9968, 1.1322)  0.308
H (-3.7717, 2.2338, 1.7463)  0.141
H (-2.4715, -0.1777, -0.4121)  0.397
Cl (-6.0609, -3.2819, -2.5894)  -0.222
C (-5.0305, -3.7167, -1.2698)  0.017
C (-5.5030, -4.4962, -0.2289)  -0.197
C (-4.6271, -4.8036, 0.7979)  -0.968
C (-3.3310, -4.3221, 0.7380)  -0.313
N (-2.8803, -3.5688, -0.2661)  0.565
C (-3.7210, -3.2680, -1.2539)  -0.423
H (-6.5277, -4.8401, -0.2242)  0.439
H (-4.9472, -5.3957, 1.6434)  0.395
H (-2.6250, -4.5304, 1.5330)  0.563
H (-3.3437, -2.6359, -2.0479)  0.401
C (-2.8484, 3.3596, -0.9536)  -1.298
C (-2.2698, 3.9587, 0.3017)  0.219
C (-3.0088, 4.9026, 1.0083)  -0.414
C (-2.5412, 5.4434, 2.1969)  -0.672
C (-1.3118, 5.0435, 2.6948)  -0.842
C (-0.5611, 4.1078, 1.9946)  -0.563
C (-1.0227, 3.5609, 0.8004)  1.026
Sb (0.0945, 2.0396, -0.2359)  0.984
C (1.8153, 2.1096, 1.0714)  0.874
C (1.7531, 1.0301, 1.9552)  -1.053
C (2.7659, 0.7710, 2.8694)  -0.708
C (3.8790, 1.5936, 2.8926)  -0.842
C (3.9591, 2.6623, 2.0103)  -0.867
C (2.9450, 2.9390, 1.0961)  0.675
C (3.1014, 4.1201, 0.1792)  -1.034
C (0.5769, 3.3503, -1.9076)  0.388
C (0.4951, 4.7392, -1.7702)  -0.610
C (0.7666, 5.5918, -2.8245)  -0.874
C (1.1304, 5.0593, -4.0556)  -0.637
C (1.1902, 3.6883, -4.2135)  -0.511
C (0.9067, 2.8170, -3.1575)  0.875
C (0.9606, 1.3363, -3.4503)  -1.865
H (-3.6177, 4.0072, -1.3737)  0.469
H (-3.3055, 2.3907, -0.7363)  0.113
H (-2.0906, 3.2064, -1.7239)  0.117
H (-3.9714, 5.2142, 0.6189)  0.379
H (-3.1370, 6.1726, 2.7302)  0.367
H (-0.9339, 5.4570, 3.6208)  0.410
H (0.4025, 3.8051, 2.3885)  0.489
H (0.9044, 0.3547, 1.9148)  0.639
H (2.6848, -0.0706, 3.5454)  0.422
H (4.6851, 1.4080, 3.5911)  0.356
H (4.8324, 3.3043, 2.0294)  0.369
H (4.0304, 4.6487, 0.3914)  0.489
H (2.2767, 4.8219, 0.2990)  0.121
H (3.1083, 3.8199, -0.8697)  0.168
H (0.1994, 5.1624, -0.8172)  0.412
H (0.6924, 6.6636, -2.6906)  0.432
H (1.3536, 5.7112, -4.8905)  0.380
H (1.4544, 3.2714, -5.1792)  0.417
H (0.3232, 1.1032, -4.3054)  0.496
H (0.6225, 0.7268, -2.6145)  0.046
H (1.9748, 1.0226, -3.7078)  0.394